No. 1
The following is a quantum chemistry calculation of the molecule C4H5N3S at a distorted geometry, from OMol25.

ΔE to the lowest compared entry with this formula, charge and spin, kJ/mol: 178.56
Strongest force on any atom, hartree/bohr: 0.028
HOMO, eV: -7.9
SMILES: N/N=C1\C=CNC1=S

Last column: Löwdin charge in e.
Atoms and positions in Å:
C1 -0.11513 0.31434 -0.39307  -0.317
C2 0.70062 -0.30616 0.63936  -0.061
C3 0.12521 -1.46426 1.03866  -0.083
C4 -1.31328 -0.57893 -0.57631  -0.763
H1 1.59513 1.96771 0.16916  0.086
H2 1.05734 3.15878 -0.99635  0.116
H3 1.68112 0.07464 0.94936  0.096
H4 0.48212 -2.27552 1.71488  0.133
H5 -1.68558 -2.41529 0.42260  0.144
N1 1.15820 2.15272 -0.74755  0.017
N2 0.06332 1.42512 -1.04275  0.036
N3 -1.04375 -1.63403 0.27975  -0.012
S1 -2.70532 -0.41912 -1.45773  0.607

***

No. 2
The following is a quantum chemistry calculation of the molecule C10H17F2N at a distorted geometry, from OMol25.

Strongest force on any atom, hartree/bohr: 0.079
HOMO, eV: -9.6
SMILES: FC1(NC2(F)CCCC2)CCCC1

Last column: Löwdin charge in e.
Atoms and positions in Å:
C1 -3.40423 -0.68680 0.36840  -0.175
C2 -2.47551 -1.20209 -0.73077  -0.179
C3 3.53118 -0.07628 0.25649  -0.187
C4 3.02286 1.07512 -0.60463  -0.180
C5 -2.57044 0.35948 1.12721  -0.099
C6 -1.70138 0.04465 -1.14035  -0.112
C7 2.30029 -0.46470 1.06594  -0.109
C8 1.62920 0.61759 -1.04103  -0.103
C9 -1.43952 0.74649 0.18338  -0.379
C10 1.10282 -0.23820 0.11649  -0.519
N1 0.05714 0.32615 0.85222  0.136
F1 -1.32577 2.09679 0.03413  0.029
F2 0.73501 -1.52330 -0.40290  -0.034
H1 -4.27609 -0.21400 -0.08490  0.110
H2 -3.75235 -1.48289 1.02456  0.107
H3 -1.78365 -1.94685 -0.33446  0.108
H4 -3.01550 -1.64664 -1.56454  0.111
H5 3.84197 -0.91020 -0.37447  0.115
H6 4.36739 0.21003 0.89253  0.107
H7 2.93649 1.97658 0.00264  0.115
H8 3.66918 1.28526 -1.45434  0.107
H9 -3.15037 1.25192 1.36313  0.121
H10 -2.18751 -0.04145 2.06464  0.110
H11 -0.79594 -0.18049 -1.69605  0.099
H12 -2.32328 0.70584 -1.74894  0.131
H13 2.32206 -1.49545 1.41805  0.117
H14 2.18061 0.20181 1.92128  0.119
H15 0.96782 1.45813 -1.24315  0.112
H16 1.69631 -0.00780 -1.93336  0.123
H17 -0.15880 -0.23869 1.66281  0.099

***

No. 3
The following is a quantum chemistry calculation of a structure of composition C18H27AuBrNO4P2 at a distorted geometry, from OMol25.

ΔE to the lowest compared entry with this formula, charge and spin, kJ/mol: 0.00
Multiplicity: 3
<S²>: 2.058
Strongest force on any atom, hartree/bohr: 0.069
HOMO (spin up / spin down), eV: -13.4 / -13.4
Charge: +2

Last column: Löwdin spin population.
Atoms and positions in Å:
Au1 0.57486 0.26203 -0.59061  0.005
P1 -0.77434 2.10034 -0.27581  0.067
C1 0.11908 3.40410 -1.04661  0.458
C2 1.48737 3.20522 -1.31733  0.022
N1 2.04271 1.98072 -1.01118  0.096
C3 3.34241 1.73265 -1.12377  0.012
C4 4.21346 2.70148 -1.63588  0.145
C5 3.69230 3.93359 -2.04186  -0.008
C6 2.34375 4.19731 -1.87689  0.138
C7 3.86670 0.36909 -0.67242  -0.002
P2 2.55650 -0.90669 -0.70729  0.002
H1 1.88789 5.14617 -2.15218  0.004
H2 5.26775 2.45159 -1.72032  0.007
H3 4.35067 4.67943 -2.48339  -0.003
H4 4.71233 0.05247 -1.29742  -0.001
H5 4.21978 0.42519 0.37060  -0.001
H6 -2.24634 3.29740 -5.45045  0.000
H7 -0.33585 4.34916 -1.33671  0.019
H8 -1.33051 -1.66900 -2.32259  0.000
O1 -1.92861 2.71295 -4.79580  0.000
H9 -1.50593 1.99822 -5.29098  0.000
H10 -0.25884 -1.06495 -0.98009  0.000
O2 -1.14516 -2.00992 -1.48485  0.000
H11 -2.17641 -1.83324 -0.44086  0.000
C8 2.79072 -1.78987 -2.27074  0.000
H12 3.80524 -2.20819 -2.32988  0.000
H13 2.05040 -2.59937 -2.32629  0.000
H14 2.63181 -1.09641 -3.10712  0.000
C9 2.83900 -2.08143 0.63270  0.000
H15 2.24426 -2.98247 0.42808  0.000
H16 3.90276 -2.34856 0.70791  0.000
H17 2.49476 -1.64315 1.57868  0.000
C10 -0.98959 2.41373 1.49593  0.027
H18 -1.94113 2.93295 1.67223  0.001
H19 -0.97466 1.45462 2.03060  0.002
H20 -0.15877 3.04589 1.83678  0.001
C11 -2.41521 1.90340 -1.00019  0.010
H21 -2.77907 0.89191 -0.77037  0.002
H22 -3.09217 2.64740 -0.55846  0.000
H23 -2.34724 2.05051 -2.08727  0.001
Br1 -2.93901 -4.80355 0.85634  0.290
C12 -3.12799 -3.86271 2.48039  0.216
C13 -3.75561 -4.47690 3.57002  0.072
C14 -3.77250 -3.84574 4.82151  0.040
C15 -3.13220 -2.61412 4.99189  0.219
C16 -2.51700 -1.98952 3.90621  0.018
C17 -2.58122 -2.56961 2.63488  0.110
C18 -1.98510 -1.84578 1.46785  0.003
O3 -0.84082 -1.38006 1.52677  0.020
O4 -2.79168 -1.76268 0.41694  0.002
H24 -4.22338 -5.44810 3.43643  0.000
H25 -4.27451 -4.33131 5.65830  0.000
H26 -3.10700 -2.13439 5.97122  0.009
H27 -1.98870 -1.04180 4.01334  -0.001

***

No. 4
The following is a quantum chemistry calculation of a structure of composition C23H33AsF6N2OS4Tc at a distorted geometry, from OMol25.

ΔE to the lowest compared entry with this formula, charge and spin, kJ/mol: 149.42
Strongest force on any atom, hartree/bohr: 0.048
HOMO (spin up / spin down), eV: -11.7 / -11.7
Charge: +1

Last column: Löwdin charge in e.
Atoms and positions in Å:
Tc1 -0.08806 -0.37078 0.19950  1.041
C1 0.16287 -1.90498 -2.26446  0.043
C2 1.28324 -1.02419 -2.21143  -0.077
C3 1.89726 -1.20596 -0.91816  -0.171
C4 1.09909 -2.21130 -0.23948  -0.212
C5 0.03075 -2.64520 -1.09243  -0.199
C6 -0.80389 -3.88689 -0.89036  -0.547
C7 -0.09149 -4.98853 -1.70181  -0.021
C8 -2.22954 -3.72909 -1.42903  -0.026
C9 -0.85853 -4.30678 0.57990  -0.033
C10 3.29376 -0.85023 -0.38169  -0.517
C11 3.41605 0.61979 0.05990  -0.057
C12 3.67632 -1.71122 0.83295  -0.062
C13 4.35707 -1.16788 -1.45004  -0.033
C14 1.61703 -0.19438 -3.43416  -0.508
C15 2.22639 1.17234 -3.11065  -0.020
C16 2.56501 -1.02571 -4.33219  -0.014
C17 0.35252 0.06119 -4.27948  -0.053
H1 -0.48677 -1.99278 -3.11980  0.129
H2 1.47807 -2.82547 0.56089  0.095
H3 -0.08022 -4.74293 -2.76400  0.093
H4 -0.61830 -5.93460 -1.57707  0.096
H5 0.93704 -5.12318 -1.36443  0.095
H6 -2.23745 -3.32495 -2.44172  0.088
H7 -2.81845 -3.08190 -0.78334  0.062
H8 -2.71797 -4.70247 -1.45588  0.097
H9 0.12869 -4.55944 0.96712  0.088
H10 -1.48190 -5.19515 0.67413  0.099
H11 -1.28732 -3.52234 1.20467  0.065
H12 2.96633 0.74405 1.04666  0.055
H13 2.92706 1.30681 -0.62440  0.049
H14 4.46812 0.89788 0.13338  0.100
H15 2.97211 -1.61269 1.65570  0.026
H16 4.64544 -1.37160 1.19566  0.100
H17 3.77083 -2.76449 0.56530  0.100
H18 4.39852 -0.41794 -2.23310  0.064
H19 4.17875 -2.14765 -1.89375  0.100
H20 5.33697 -1.19198 -0.97395  0.095
H21 3.18334 1.10589 -2.60317  0.060
H22 1.53318 1.75763 -2.50167  0.084
H23 2.39054 1.71859 -4.03887  0.100
H24 3.55322 -1.15207 -3.90281  0.060
H25 2.66997 -0.51491 -5.28910  0.100
H26 2.13925 -2.01261 -4.51896  0.095
H27 -0.46568 0.45392 -3.68174  0.043
H28 0.02066 -0.83635 -4.80091  0.089
H29 0.58455 0.80236 -5.04271  0.101
O1 0.05273 2.86704 6.20592  0.028
C18 0.16181 2.30622 5.17036  -0.940
S1 0.39006 0.53134 5.02310  1.033
C19 0.36421 0.48985 3.28775  -1.071
C20 0.23680 1.70214 2.62512  -1.059
S2 0.27691 1.77676 0.93194  0.802
S3 0.09634 3.14036 3.57938  1.047
S4 0.58174 -0.95754 2.43213  0.793
N1 -3.01459 -0.75123 -0.11341  -0.007
C21 -4.20438 -0.93675 0.45715  -0.040
C22 -3.97823 -1.21285 1.79364  -0.012
C23 -2.59936 -1.14853 1.94835  -0.133
N2 -2.01345 -0.87028 0.77430  -0.140
H30 -2.84212 -0.45676 -1.06800  0.107
H31 -5.11517 -0.85484 -0.10934  0.143
H32 -4.70360 -1.42052 2.55833  0.113
H33 -2.02579 -1.30309 2.84308  0.085
F1 -0.97499 0.60464 -1.59027  -0.424
As1 -2.14703 2.17021 -1.90355  0.824
F2 -0.75767 3.10579 -1.53612  -0.243
F3 -1.66489 2.05759 -3.53315  -0.193
F4 -3.21932 3.44878 -2.06562  -0.161
F5 -3.34327 0.92562 -2.19190  -0.235
F6 -2.46762 1.97832 -0.18528  -0.275

***

No. 5
The following is a quantum chemistry calculation of a structure of composition C3H6CsO5 at a distorted geometry, from OMol25.

ΔE to the lowest compared entry with this formula, charge and spin, kJ/mol: 26.86
Strongest force on any atom, hartree/bohr: 0.058
HOMO, eV: -1.7
Charge: -1

Last column: Löwdin charge in e.
Atoms and positions in Å:
C1 0.62016 -0.56107 1.20819  -0.511
C2 0.35614 -0.40977 -0.28948  -0.213
O1 1.32109 0.49080 -0.83966  -0.039
C3 1.23215 0.82636 -2.14550  -0.845
O2 0.31136 0.34323 -2.84898  -0.102
O3 2.10547 1.63351 -2.55407  -0.129
O4 -0.28501 -1.40656 1.80321  -0.397
Cs1 1.29901 2.18622 -6.29120  0.923
H1 0.60585 0.46898 1.64196  0.082
H2 1.67330 -0.90825 1.32381  0.080
H3 -0.65747 -0.01670 -0.45628  0.115
H4 0.43448 -1.38720 -0.79032  0.114
H5 -2.42868 -0.89656 3.00554  0.087
O5 -3.38013 -0.49638 3.26444  -0.158
H6 -3.20773 0.13339 3.96834  -0.008

***

No. 6
The following is a quantum chemistry calculation of a structure of composition C9H8BCuN7O at a distorted geometry, from OMol25.

Strongest force on any atom, hartree/bohr: 0.043
HOMO, eV: -5.0
Charge: -1

Last column: Löwdin charge in e.
Atoms and positions in Å:
Cu1 0.63437 0.01794 -0.01906  0.381
B1 -2.81833 -0.00556 0.02774  -0.425
N1 -2.00583 -1.32006 0.02374  -0.075
C1 -2.58743 -2.52366 0.03634  -0.111
C2 -1.60253 -3.49486 0.03724  -0.078
C3 -0.41623 -2.77196 0.02454  -0.148
N2 -0.68703 -1.47096 0.01554  -0.024
N3 -1.97353 1.29514 0.02664  -0.070
C4 -2.57793 2.48584 0.03544  -0.114
C5 -1.61693 3.47944 0.03834  -0.077
C6 -0.41553 2.78264 0.03154  -0.151
N4 -0.65503 1.47344 0.02424  -0.039
H1 -3.48243 0.00404 1.02834  0.064
H2 -3.49323 0.00604 -0.96536  0.064
H3 -3.65483 -2.61896 0.04434  0.112
H4 -1.72503 -4.55946 0.04494  0.078
H5 0.60097 -3.11066 0.02354  0.104
H6 -3.64753 2.54824 0.03984  0.113
H7 -1.76843 4.54044 0.04344  0.079
H8 0.59197 3.14894 0.03224  0.101
O1 2.47597 -0.35676 -0.03356  -0.258
N5 3.38997 0.56754 -0.16626  -0.008
C7 4.65167 0.18524 -0.11326  -0.349
C8 5.65947 1.15334 -0.23666  -0.227
N6 6.53227 1.90004 -0.32566  0.126
C9 5.11817 -1.13466 0.06864  -0.208
N7 5.47287 -2.22076 0.21324  0.141

***

Which value of strongest force on any atom does entry 3 give?
0.069 hartree/bohr